(1)
This record from the Open Molecules 2025 dataset describes C14H11ClN4O2OsS as an isolated structure in a non-equilibrium geometry. The level of theory is wB97M-V/def2-TZVPD.

ORCA input file:
```
! RIJCOSX wB97M-V def2-TZVPD def2/J DEFGRID3
* xyz 2 1
Cl 4.5176 0.3821 -5.9429
C -0.1532 2.0849 1.9656
H -0.1211 3.2766 3.5988
C -0.0716 -4.3416 -0.5588
N -0.0542 -2.0414 0.0493
C 1.8758 0.3097 -5.3500
H 3.7377 0.0147 -0.9849
C 2.3564 0.1336 -2.5916
O 1.9088 -0.0689 -0.2157
H 4.4608 0.1908 -3.1513
H 1.7246 0.3842 -6.4192
H 0.1877 -1.4143 3.3699
C 0.0789 -2.3915 1.3602
C -0.1334 -3.0015 -0.8849
H -0.2571 -2.6674 -1.9067
O -0.0307 0.0760 -2.3439
N 0.0593 0.9759 2.5996
C 0.8149 0.2378 -4.5050
C 0.1364 -1.2802 2.2964
H -0.2044 0.2559 -4.8667
N -0.2237 3.2485 2.5944
S -0.4261 2.1145 0.1780
H 0.1176 -5.7478 1.0549
H -0.4153 4.1073 2.1054
C 3.4398 0.2037 -3.5109
C 0.9984 0.1492 -3.0935
H 0.2426 -3.9658 2.7946
C 0.0682 -4.7043 0.7741
H -0.1357 -5.0848 -1.3403
N 0.0741 -0.1066 1.7761
C 2.6824 0.0274 -1.2510
C 3.2132 0.2919 -4.8525
Os 0.0276 0.0342 -0.2475
C 0.1414 -3.7167 1.7473
*
```

E_tot = -50560.4659 eV
energy relative to the best compared isomer or geometry (same formula, charge and spin) = 0.2 kcal per mole
LUMO (alpha / beta) = -9.56 / -9.63 eV

(2)
This record from the Open Molecules 2025 dataset describes one molecule with the formula C6H12O. The level of theory is wB97M-V/def2-TZVPD.

ORCA input file:
```
! RIJCOSX wB97M-V def2-TZVPD def2/J DEFGRID3
* xyz 0 1
C 0.6416 0.4373 -1.6392
H 0.5467 -2.1979 1.2658
H 1.8324 2.0055 -0.6334
H -0.7217 -1.3068 -1.5654
C -0.5404 -0.3460 -1.0731
C -1.3819 -0.7311 1.3225
H -1.6513 0.2315 1.7672
C -0.1595 -0.5804 0.4027
O 0.6048 -1.7928 0.3892
H -2.2562 -1.1190 0.7874
H -1.4548 0.2612 -1.1333
H 0.3299 1.2618 1.5772
C 0.8761 1.4783 -0.5420
H 1.5096 -0.2316 -1.7023
H 1.7218 0.2947 1.0877
H 0.0845 2.2392 -0.5898
C 0.7416 0.6568 0.7597
H -1.1828 -1.4254 2.1505
H 0.4595 0.8648 -2.6313
*
```

SMILES = CC1(O)CCCC1
E_tot = -8464.1714 eV
energy relative to the best compared isomer or geometry (same formula, charge and spin) = 4.2 kcal per mole
LUMO = 0.97 eV

(3)
This record from the Open Molecules 2025 dataset describes an isolated ion of composition C2H6N4O2 and charge +2 in a non-equilibrium geometry. The level of theory is wB97M-V/def2-TZVPD.

ORCA input file:
```
! RIJCOSX wB97M-V def2-TZVPD def2/J DEFGRID3
* xyz 2 1
N -0.2431 1.2212 1.1643
C -1.6363 -1.3155 0.2059
N 1.0852 -0.9189 -1.0281
H -2.0552 -2.3349 0.1136
H -0.8960 1.4805 1.8887
O -0.5377 -1.1838 0.8496
H 2.9002 1.0061 -0.6293
O -2.2319 -0.2488 -0.1561
N 1.1384 0.1114 -0.3618
H 1.8600 2.0987 0.0169
H -3.1291 -0.2580 -0.7431
H 1.8288 -0.9073 -1.7295
C -0.0276 0.1170 0.7106
N 1.9444 1.1323 -0.3017
*
```

E_tot = -12203.4948 eV
energy relative to the best compared isomer or geometry (same formula, charge and spin) = 41.9 kcal per mole
LUMO = -9.81 eV

(4)
This record from the Open Molecules 2025 dataset describes C2HI2N3 as an isolated structure in a non-equilibrium geometry. The level of theory is wB97M-V/def2-TZVPD.

ORCA input file:
```
! RIJCOSX wB97M-V def2-TZVPD def2/J DEFGRID3
* xyz 0 1
C -1.1001 0.9904 0.3166
C 0.6914 -0.7530 0.1706
I -1.6676 -1.7293 -0.8835
N -1.2603 0.0791 -0.4190
N 1.4933 -0.6573 -0.6292
I 1.0098 1.3885 1.8518
H 1.6208 -1.0695 -1.5697
N -0.7872 1.7512 1.1623
*
```

E_tot = -22755.8648 eV
energy relative to the best compared isomer or geometry (same formula, charge and spin) = 92.5 kcal per mole
LUMO = -0.54 eV

(5)
This record from the Open Molecules 2025 dataset describes C46H53NOP2PdSSi as an isolated structure in a non-equilibrium geometry. The level of theory is wB97M-V/def2-TZVPD.

ORCA input file:
```
! RIJCOSX wB97M-V def2-TZVPD def2/J DEFGRID3
* xyz 0 3
P -0.0461 2.6928 -0.7336
H 0.0179 -2.9552 2.2817
C -0.0251 1.3507 -3.1115
C -3.3783 0.1836 4.1026
H -1.4750 -5.9892 0.3072
H 2.3877 0.0148 5.7852
H 4.9583 -1.3294 5.0922
C -2.1503 -0.2730 3.6558
C 1.5907 -2.0529 -3.2790
C 4.7357 -1.2163 4.0358
C 0.6895 6.7552 -0.5202
H 4.9596 1.8941 5.3018
P -2.3078 0.3327 -0.3646
N 2.2221 0.5913 -0.1833
C 0.0821 -6.0598 -1.1424
S 0.9487 1.2174 1.9821
H 5.6949 1.9310 3.7134
C 4.7442 1.9066 4.2382
Si 3.7302 0.3759 3.7102
C -5.7645 -1.6931 -1.2220
H -2.9965 -4.9834 1.4048
C 1.0065 -5.3119 -1.8520
H -3.2549 0.5305 -3.1121
H 0.7714 -2.3982 -3.9116
O 0.3716 -1.9820 -0.5873
H -4.4420 -1.5242 0.4481
H 0.0012 2.1211 -6.3977
C -4.6278 -1.2420 -0.5765
H -3.6154 0.1583 5.1553
C -3.7367 -0.4001 -1.2313
H -0.9336 5.5604 -1.1691
H -4.7451 1.1087 1.1550
H 0.1508 0.1701 -4.8808
H 2.8871 -2.1518 -0.7770
H 3.7555 -3.6570 -1.0822
H 5.4127 0.1302 -1.0335
C -0.9557 -3.4407 2.2976
C 0.0604 5.5461 -0.7486
C -2.7663 2.0996 -0.7317
H 3.1237 0.3620 -2.0121
C -0.2865 3.7172 -3.4258
C -2.7844 0.2589 1.3943
H -0.4031 4.7207 -3.0455
C 2.1353 0.2104 4.7448
H -3.4527 -4.0500 -0.0237
C -0.0656 2.2570 -5.3280
H -6.4582 -2.3364 -0.7008
H -5.2698 1.0302 3.5475
H -3.6477 -3.3682 1.6034
H 1.5225 -0.6165 4.3943
H 0.1892 7.6784 -0.7765
C -1.8562 -0.2436 2.3031
C -0.7079 -4.0439 -0.0844
H -0.2919 4.3795 -5.4552
H 1.5190 1.1034 4.7123
C 2.5892 5.6039 0.3725
H -2.0486 4.0937 -0.3676
C 1.9551 6.7891 0.0416
C -0.1801 2.6267 -2.5663
C 1.1167 -3.9464 -1.6992
H 2.4621 3.4663 0.3860
H -3.7696 2.2844 -0.3320
C -4.0138 0.7237 1.8529
H -1.4211 -0.6504 4.3594
H 4.2200 2.8314 4.0173
H -2.8053 2.2408 -1.8173
H -6.9251 -1.6429 -3.0221
H 4.1862 -2.0985 3.7193
C -0.2261 3.5260 -4.7960
H -1.7131 -2.3195 0.6084
H 5.6403 0.0704 1.4372
H 5.6815 -1.2111 3.5044
C -4.3090 0.6784 3.2015
H 3.5699 5.6282 0.8260
C -1.6113 -3.3732 0.9146
C 0.0232 1.1636 -4.4796
H 2.4404 7.7365 0.2257
H 2.5982 -3.9437 -3.2178
H -1.5796 -2.9554 3.0451
H 4.0705 -2.2422 -2.0910
H -5.3025 -0.2337 -4.2301
H -0.8136 -4.4816 2.5854
C -6.0234 -1.3119 -2.5279
H -0.8960 -0.6191 1.9437
C 4.5518 0.2607 -0.3964
H 1.2015 -1.3143 -2.5776
C -5.1123 -0.5159 -3.2041
C 2.3558 0.7012 1.1500
C -3.0112 -3.9852 0.9706
C 4.6728 0.2517 0.9909
C -3.9665 -0.0767 -2.5681
C 1.9678 4.3918 0.1257
H 1.6735 -5.8180 -2.5386
H 0.0150 -7.1280 -1.2860
H -1.7211 2.9579 0.9575
C -1.7626 3.0651 -0.1347
C -0.7622 -5.4100 -0.2604
C 2.1780 -3.2291 -2.4976
H 0.0748 0.5018 -2.4140
H 2.3488 -1.5870 -3.9090
Pd 0.0308 0.2452 -0.2654
C 3.2904 0.3965 -0.9407
C 3.2986 -2.7892 -1.5540
C 0.2602 -3.2452 -0.7799
C 3.5782 0.4720 1.8103
C 0.6985 4.3467 -0.4403
*
```

⟨S²⟩ = 2.016
E_tot = -92871.2771 eV
energy relative to the best compared isomer or geometry (same formula, charge and spin) = 7.4 kcal per mole
LUMO (alpha / beta) = 0.44 / -1.61 eV

(6)
This record from the Open Molecules 2025 dataset describes C3H7O2 as an isolated structure in a non-equilibrium geometry. The level of theory is wB97M-V/def2-TZVPD.

ORCA input file:
```
! RIJCOSX wB97M-V def2-TZVPD def2/J DEFGRID3
* xyz 1 3
H 1.6954 -0.3722 0.1890
C 0.0008 -1.5138 0.0138
O 1.3198 -1.4371 0.2343
O 2.1658 0.9133 -0.0445
C -1.6319 0.7675 0.1874
H -0.3594 -2.5434 -0.0888
H 3.0133 1.1878 -0.3753
H -2.5415 -1.0661 -0.6701
H 1.5205 1.7004 0.1319
H -1.0081 1.5006 0.6920
C -1.5975 -0.4561 -0.2687
H -2.5771 1.3192 -0.0010
*
```

⟨S²⟩ = 2.010
E_tot = -7304.5922 eV
energy relative to the best compared isomer or geometry (same formula, charge and spin) = 35.4 kcal per mole
LUMO (alpha / beta) = -3.90 / -9.27 eV

- Among the records above, which one has the highest E_tot?
  C3H7O2